ORCA calculation (wB97M-V/def2-TZVPD) on the molecule C20H19NO4.

For the lowest unoccupied orbital energy, the calculation gives -1.65 eV. The value obtained for the HOMO energy is -8.82 eV.

CARTESIAN COORDINATES (ANGSTROEM)
H: -0.13 0.91 -5.17
H: -3.43 -1.59 -1.44
H: -3.58 -1.47 0.48
H: 3.22 -2.60 0.82
C: 0.25 -1.07 -1.41
C: -0.27 0.40 3.87
H: 2.22 -0.25 -3.25
N: -4.75 0.04 -0.62
H: 1.42 -1.31 -4.67
H: 2.35 2.16 7.03
H: -5.40 -0.13 0.20
C: 0.25 2.39 5.83
C: -0.75 1.78 4.66
H: -0.89 -0.01 -3.19
C: 1.21 -1.57 1.73
C: 1.19 -0.34 4.25
C: -0.76 -0.56 -0.18
C: -1.16 -0.30 2.64
O: 2.23 -0.09 -6.92
H: -0.49 -1.86 -3.44
C: 1.70 1.64 6.19
C: -2.21 0.18 -0.53
C: 1.26 -0.42 -3.90
H: -2.35 1.05 0.27
C: 1.93 0.99 -6.16
H: -1.78 2.26 4.35
H: -4.48 1.06 -0.52
C: 1.01 0.93 -4.80
C: 2.19 -2.09 0.52
H: -2.17 0.70 -1.57
C: 1.58 -1.70 3.36
H: -0.08 3.39 6.39
O: 2.09 -2.79 3.93
C: -3.50 -0.83 -0.52
H: 1.18 1.95 -4.24
C: 1.68 -1.83 -1.02
C: -0.23 -0.83 1.35
H: 1.69 2.97 -6.56
C: 2.20 0.26 5.41
O: 2.45 2.31 -6.61
O: -2.50 -0.43 2.69
H: 3.23 -0.25 5.64
H: 2.43 -2.19 -1.88
C: -0.07 -0.86 -3.01

---

ORCA calculation (wB97M-V/def2-TZVPD) on the molecule C9H10N4.

For the lowest unoccupied orbital energy, the calculation gives 0.97 eV. The value obtained for the HOMO energy is -7.57 eV.

CARTESIAN COORDINATES (ANGSTROEM)
C: 2.45 1.86 -0.63
C: -0.46 -2.91 -0.53
H: -1.38 0.71 2.57
H: 0.08 3.22 -1.58
H: 2.49 2.23 0.44
C: -2.02 -1.79 1.01
H: -2.22 -3.85 0.48
C: 0.01 2.54 -0.76
C: -0.03 -0.66 0.19
H: -3.00 -1.94 1.57
C: 0.34 -1.72 -0.57
N: -0.42 1.45 1.11
H: 3.22 1.19 -0.66
C: 1.01 1.35 -0.76
H: -0.35 -3.83 -1.05
C: -1.25 -0.64 0.95
N: -0.68 2.51 0.31
N: 0.53 0.57 0.36
H: 0.83 0.92 -1.76
H: 2.61 2.68 -1.51
N: -1.45 0.60 1.58
C: -1.56 -2.97 0.30
H: 1.25 -1.53 -1.06

---

ORCA calculation (wB97M-V/def2-TZVPD) on a structure of composition C23H21F6N3O2PPt.

The spin multiplicity is 4. For the lowest unoccupied orbital energy (spin up / spin down), the calculation gives -0.88 / -3.29 eV. Its expectation value of S² is 3.785. The value obtained for the HOMO energy (spin up / spin down) is -8.37 / -8.77 eV.

CARTESIAN COORDINATES (ANGSTROEM)
C: -4.17 0.68 1.44
H: 1.35 2.90 -0.70
H: 0.43 -1.89 2.55
Pt: 0.20 0.49 -0.13
P: -1.38 3.63 1.70
C: -3.13 0.38 2.47
F: -2.91 3.18 1.93
C: 1.13 -0.07 -2.85
N: -1.48 -0.51 0.90
C: -0.95 -1.19 -3.90
C: -2.37 -1.22 0.09
C: 5.32 0.33 -1.73
C: -2.00 -1.22 -1.36
C: -0.27 -0.66 -2.81
H: 6.59 1.83 -0.88
C: -2.20 -1.76 -3.67
O: 1.69 0.07 -3.92
C: 3.21 1.77 -0.66
H: 6.14 -0.25 -2.13
H: 1.06 -0.33 2.07
F: -0.92 2.68 2.93
O: -3.31 -1.87 0.50
C: 2.96 0.63 -1.44
H: 1.54 1.73 0.68
C: -1.14 0.10 4.45
H: 2.37 3.24 0.69
C: 5.57 1.49 -1.03
F: -1.22 2.26 0.70
C: 3.82 -1.46 -2.63
H: -4.80 1.50 1.80
C: -2.74 -1.80 -2.38
C: -1.82 -0.14 2.15
H: -3.69 -2.25 -2.17
H: -2.75 -2.18 -4.49
H: -2.62 0.90 5.78
H: 4.72 -2.07 -2.54
H: 4.70 3.08 0.13
C: 4.02 -0.14 -1.95
C: 2.06 2.46 0.00
H: 1.15 -0.83 3.77
C: -3.38 0.74 3.78
N: 1.60 0.24 -1.60
H: 2.99 -2.00 -2.19
H: 3.59 -1.32 -3.69
C: 4.51 2.20 -0.47
H: -4.80 -0.20 1.27
H: -4.32 1.20 4.03
C: 0.53 -0.86 2.87
H: -0.40 -0.02 5.24
C: -0.81 -0.25 3.17
H: -0.49 -1.17 -4.87
N: -0.82 -0.68 -1.61
C: -2.41 0.60 4.76
F: -1.80 4.46 0.39
H: -3.73 1.00 0.50
F: 0.17 3.97 1.42
F: -1.54 4.89 2.66

---

ORCA calculation (wB97M-V/def2-TZVPD) on a cluster of 2 separate species, C3H4N3O3 in total.

For the lowest unoccupied orbital energy (spin up / spin down), the calculation gives -5.73 / -5.73 eV. The value obtained for the HOMO energy (spin up / spin down) is -15.00 / -15.00 eV. The total charge is +1.

CARTESIAN COORDINATES (ANGSTROEM)
H: -0.83 -0.22 -1.45
H: 0.69 -0.05 0.53
N: 0.74 -0.92 1.95
N: -0.51 0.66 -1.07
H: 1.79 2.44 0.15
H: 1.70 -0.99 2.26
C: 1.14 1.87 -0.39
O: -1.60 -0.92 2.41
O: 0.40 3.82 -1.75
N: 0.61 0.71 -0.31
C: -0.45 -0.92 2.24
C: 0.35 2.69 -1.36
O: -0.59 1.76 -1.83

---

ORCA calculation (wB97M-V/def2-TZVPD) on a cluster of 2 separate species, C2H2ClO2 in total.

For the lowest unoccupied orbital energy, the calculation gives -6.15 eV. The value obtained for the HOMO energy is -14.67 eV. The total charge is +1.

CARTESIAN COORDINATES (ANGSTROEM)
O: -0.29 -0.16 -0.44
H: -1.89 0.92 -1.04
Cl: 0.62 0.20 2.30
C: -0.85 0.63 -1.10
H: -0.33 1.12 -1.90
O: 1.51 -1.79 0.75
C: 1.22 -0.93 1.43

---

ORCA calculation (wB97M-V/def2-TZVPD) on a structure of composition C42H35In2N7O22S2.

The spin multiplicity is 2. For the lowest unoccupied orbital energy (spin up / spin down), the calculation gives -8.32 / -7.13 eV. Its expectation value of S² is 1.782. The value obtained for the HOMO energy (spin up / spin down) is -11.79 / -11.79 eV. The total charge is +1.

CARTESIAN COORDINATES (ANGSTROEM)
C: -2.41 2.00 -4.82
O: 3.38 4.06 0.65
H: 1.57 -2.36 -0.18
O: -0.57 1.91 -3.38
C: 4.67 0.04 3.88
S: 0.59 1.02 0.40
C: 3.92 -0.13 1.63
C: 1.53 3.15 4.23
H: 3.06 -0.43 1.04
C: -1.90 -2.00 5.52
H: -1.21 -2.52 0.01
C: 2.94 4.54 2.88
O: 1.94 1.45 0.17
C: 1.52 4.12 5.26
N: -1.14 1.42 -4.35
C: 0.01 -1.10 4.33
O: 0.34 -0.44 0.31
H: 0.96 3.87 6.14
O: 0.14 1.60 1.65
C: -1.21 -2.00 -3.21
H: -3.56 -2.62 -5.58
H: 0.73 -4.23 5.20
O: -2.48 0.90 5.55
C: 1.76 -2.60 -1.21
H: 4.58 -0.28 4.91
H: -1.55 -4.00 6.30
C: -2.02 -4.47 -0.53
O: -0.21 1.81 -0.55
C: -1.93 -2.53 -4.37
C: 2.90 5.58 3.88
H: 6.68 1.83 1.76
C: -2.98 3.10 -4.12
N: -3.64 -6.92 1.82
C: -1.20 -3.22 5.65
H: -1.68 -4.44 -1.55
H: -2.77 -4.73 3.35
O: 4.19 1.16 -0.95
C: 2.03 -1.40 -1.96
H: -2.44 0.96 -6.70
H: 6.20 1.40 4.29
C: 0.72 -2.29 4.49
O: 4.64 5.45 1.62
H: -4.61 4.44 -4.05
C: 2.09 -2.67 -3.97
O: -3.72 -7.79 0.99
H: -2.93 -6.44 -0.51
N: 3.65 4.72 1.60
In: 1.80 3.25 -1.95
C: 3.83 -0.45 2.95
H: 2.19 -0.51 -1.37
C: -1.89 -1.03 -2.44
O: 2.49 0.88 -3.66
C: 2.03 -3.80 -3.22
C: -1.30 -0.94 4.86
N: -4.01 0.43 -2.10
C: 0.11 -3.35 5.17
O: -0.30 4.94 -2.45
O: -2.16 0.72 3.39
H: -2.81 -1.85 6.08
H: 2.11 -4.79 -3.64
C: -2.91 -5.70 1.42
H: 1.52 -4.65 -1.23
S: -0.99 5.36 -1.24
H: 1.75 -2.46 4.20
C: -2.61 -4.62 2.29
C: -1.74 -3.39 0.36
O: -0.53 0.72 -5.17
In: -2.28 3.01 1.19
C: -4.05 2.26 -6.54
H: 1.15 2.18 4.52
H: -1.43 -0.61 -1.56
C: 5.85 1.25 2.14
O: 2.75 -0.47 -5.36
H: -4.73 -0.86 -4.32
C: 5.62 0.92 3.52
H: 2.21 6.04 5.78
C: -3.24 -2.26 -4.61
H: 3.39 6.53 3.75
C: 2.38 3.32 3.17
H: 2.35 2.55 2.41
O: -4.12 -7.04 2.90
N: -2.11 0.22 4.53
H: 2.23 -2.66 -5.04
C: 2.23 5.30 4.99
N: 2.46 -0.25 -4.17
H: -0.26 -2.43 -2.96
N: 5.21 1.06 -0.26
O: -2.23 4.62 -1.14
O: -5.11 0.73 -2.42
C: -2.59 -5.59 0.06
C: -2.01 -3.53 1.73
O: -1.14 6.81 -1.06
H: -2.71 3.50 -3.16
O: -0.16 4.73 -0.18
C: -4.11 3.66 -4.60
C: 2.19 -1.45 -3.32
C: -4.75 3.24 -5.79
C: -2.97 1.64 -6.05
O: 6.31 1.40 -0.67
C: -3.81 -1.23 -3.88
H: 0.45 -0.19 3.94
H: -5.74 3.61 -6.01
H: 3.03 -1.11 3.23
H: -1.43 -3.37 -4.81
C: 1.67 -3.76 -1.82
C: 4.98 0.72 1.22
O: -3.40 1.05 -1.17
H: -1.73 -2.74 2.41
C: -3.20 -0.63 -2.79
H: -4.31 2.16 -7.58

---

ORCA calculation (wB97M-V/def2-TZVPD) on a structure of composition C37H48BCrN9OS4.

The spin multiplicity is 4. For the lowest unoccupied orbital energy (spin up / spin down), the calculation gives -9.46 / -9.83 eV. Its expectation value of S² is 3.905. The value obtained for the HOMO energy (spin up / spin down) is -15.91 / -15.93 eV. The total charge is +3.

CARTESIAN COORDINATES (ANGSTROEM)
N: 0.13 1.61 -0.65
H: 3.46 -3.65 -3.32
C: -6.72 -4.15 1.16
H: 3.95 1.64 -0.24
C: 3.87 4.10 -1.75
H: 4.96 -2.73 -3.47
H: -1.82 -1.95 -5.09
H: 2.54 -0.68 5.36
H: -0.99 5.37 -2.87
H: -2.99 0.04 2.82
C: 3.88 -0.20 -3.07
H: 2.62 1.02 5.78
C: 2.23 0.72 3.69
H: 1.23 4.94 -1.93
C: -6.33 1.51 1.66
O: -2.44 0.31 2.08
S: -5.83 3.11 1.32
B: -0.35 0.18 -0.39
C: 1.85 -1.51 -2.60
H: 4.97 -0.17 -3.01
C: 3.88 -2.66 -3.56
C: -4.92 -2.78 0.24
N: -6.40 -1.65 1.45
H: 0.39 -4.36 2.06
H: -4.60 -5.96 -0.78
H: -7.61 -4.25 1.77
H: 2.45 5.71 -0.02
H: -1.84 0.99 2.41
C: -5.48 -0.80 0.99
N: 1.39 2.00 -0.35
S: -1.70 -2.29 0.45
H: 4.38 1.00 3.76
C: -1.32 4.34 -2.76
C: -0.89 -1.36 -2.48
N: 0.79 0.41 1.74
C: 1.30 -0.12 2.81
H: -3.80 3.21 -0.03
C: 0.89 3.97 -1.58
H: -1.20 -3.88 2.66
N: -4.41 1.23 0.41
H: 2.45 4.62 1.39
H: 3.65 -2.43 -4.60
C: -0.31 -2.06 -3.56
C: 3.66 0.41 3.20
H: -2.34 4.33 -2.36
H: 3.91 3.28 -2.48
H: 1.84 2.54 2.53
C: 0.20 -2.25 2.41
H: -1.84 -3.45 -4.16
C: 3.15 3.67 -0.46
H: -1.36 3.89 -3.76
H: 3.54 -2.85 -0.84
H: -7.22 1.30 2.24
H: 0.19 -3.92 3.76
C: -0.13 -3.68 2.75
H: 4.89 4.38 -1.51
C: -4.50 2.53 0.45
C: -6.15 -5.23 0.53
S: -2.61 -1.39 -2.33
C: -4.99 -5.09 -0.27
S: -2.25 1.56 -1.64
H: 1.53 -2.65 -4.41
H: -6.60 -6.21 0.63
H: 3.47 0.60 -2.44
H: 2.76 2.78 4.02
H: -0.58 -3.19 -5.37
H: 3.97 5.26 0.75
H: 3.40 4.97 -2.23
C: -0.73 2.31 -1.35
C: 3.37 -1.57 -2.60
C: -0.40 -1.61 1.31
H: 3.64 2.47 1.29
C: -1.18 -2.70 -4.61
H: 3.53 -1.11 -0.47
C: 1.77 3.16 -0.80
Cr: -2.87 -0.30 -0.25
H: 3.77 0.64 2.14
H: 5.03 2.93 0.29
C: -4.37 -3.87 -0.42
N: 1.28 -0.82 -1.64
H: -7.22 -1.40 1.97
C: 2.99 4.89 0.47
H: -3.49 -3.77 -1.05
N: -0.06 -0.75 -1.61
C: 3.99 2.61 0.26
C: 3.88 -1.87 -1.18
H: 3.60 0.00 -4.11
C: -6.08 -2.93 0.99
N: 0.02 -0.38 0.96
N: -4.54 -1.41 0.28
C: -0.37 3.56 -1.89
H: 4.97 -1.86 -1.18
H: 1.02 2.48 4.11
H: 3.91 -0.65 3.35
H: 1.54 -1.92 4.01
C: -5.46 0.65 1.10
C: 1.94 2.22 3.57
C: 1.07 -1.49 3.13
C: 2.09 0.30 5.16
H: 1.05 0.27 5.48
C: 1.05 -2.12 -3.60

---

ORCA calculation (wB97M-V/def2-TZVPD) on a structure of composition C46H64CsN4O20S5.

For the lowest unoccupied orbital energy, the calculation gives 0.82 eV. The value obtained for the HOMO energy is -1.72 eV. The total charge is -1.

CARTESIAN COORDINATES (ANGSTROEM)
H: -4.12 0.08 1.73
O: 2.76 -0.86 -4.81
H: -1.18 -5.69 0.11
H: 2.63 -4.80 1.83
C: 5.31 1.66 0.17
N: -3.63 -2.92 -4.47
H: 3.93 4.02 6.00
O: -3.62 3.05 5.54
C: 4.15 -1.85 -3.22
C: 5.30 1.49 -1.16
C: 6.36 -3.35 -2.49
Cs: 0.73 0.16 -0.10
H: -7.23 -0.34 -0.06
C: -4.40 0.96 1.15
H: -6.33 2.11 0.96
H: -2.36 0.93 -4.75
C: -1.47 0.39 -4.42
S: -0.84 4.08 -0.09
C: -0.05 0.64 -6.43
H: 0.63 1.91 5.27
N: 2.98 -0.98 -3.61
H: 2.49 -2.56 0.49
H: 2.22 2.69 6.85
C: -2.51 -3.03 -2.31
O: -1.20 2.75 0.36
O: 2.28 -0.51 -2.68
H: 1.47 4.12 7.13
S: -1.50 -5.40 3.68
O: -2.21 3.36 3.88
H: 6.01 0.77 -1.54
H: -1.29 5.31 -2.05
S: -0.42 1.95 -4.16
H: -1.23 -3.55 -5.43
O: -2.53 -0.41 -0.36
C: -1.53 5.35 1.10
H: 1.48 1.23 -5.07
C: 3.79 3.31 -1.49
H: 2.79 5.26 5.46
H: -2.25 4.83 1.73
H: -0.81 5.85 1.75
O: -4.00 -3.66 -5.34
H: 0.11 -1.01 -5.09
C: -2.46 -3.19 -3.68
C: 1.81 3.53 6.28
H: 4.07 -4.20 1.10
C: -1.81 -0.77 3.53
H: -1.18 -3.03 -0.53
C: 4.52 2.68 0.70
H: -4.46 -1.67 5.33
N: -2.82 2.62 4.67
H: 3.50 -1.83 1.62
C: -0.66 -0.36 -5.51
C: -3.82 -1.02 4.76
C: 3.79 3.56 -0.12
H: -2.76 -2.66 3.90
O: -2.71 -6.26 3.80
H: -5.22 -0.78 -1.94
O: 0.55 4.44 -0.40
C: -0.09 -3.51 -3.70
H: 4.40 2.92 1.75
O: -1.17 3.17 -4.35
H: 7.28 -3.89 -2.30
H: 6.53 -3.78 -4.63
C: -0.75 -5.36 1.06
C: -1.31 -3.18 -1.59
C: 2.98 4.19 5.50
H: 3.29 4.47 0.19
H: -3.16 6.82 0.55
H: -2.57 -4.21 1.84
H: -0.30 3.43 5.51
C: 4.48 -1.96 -1.87
C: -0.11 -3.37 -2.30
O: 0.87 4.80 3.39
H: -0.96 1.10 3.20
H: -0.82 -7.41 1.59
C: -1.90 4.58 -1.51
O: 5.15 0.90 -3.88
C: 3.36 -4.00 1.90
H: -1.64 -0.08 -3.46
N: 4.45 1.82 -3.47
C: 5.59 -2.73 -1.51
C: 0.02 -6.42 3.27
H: 0.09 -4.77 0.69
H: -2.10 3.73 -2.17
H: 0.83 -3.63 -4.26
C: -2.31 6.29 0.13
O: -1.15 -4.45 4.76
H: 4.71 -2.36 -5.23
H: -4.70 0.76 5.48
H: -5.07 -1.50 -0.30
C: 6.02 -3.29 -3.82
C: -5.92 1.10 1.02
H: -6.56 1.04 -0.95
H: -6.55 0.71 1.82
H: 0.05 -7.21 4.02
H: 5.89 -3.08 -0.53
H: -1.35 -0.88 -6.17
H: -3.82 1.81 1.50
H: -1.54 6.95 -0.28
C: -0.11 -6.60 1.77
O: 4.06 -4.23 3.13
H: -0.96 -3.61 2.41
H: -0.88 1.11 -6.96
H: 3.62 2.63 4.21
H: 1.04 2.64 -6.03
H: 3.51 4.19 3.32
C: 0.69 2.99 5.31
H: 0.88 -5.75 3.39
C: -3.05 5.38 -0.86
C: 3.09 3.57 4.11
H: 5.83 1.05 0.89
C: -2.83 1.18 4.42
C: -2.81 -1.59 3.97
H: 3.14 3.94 -2.09
O: 3.59 2.35 -4.13
H: 3.94 -1.41 -1.11
H: 0.84 -3.24 -1.80
H: 0.55 0.20 -7.23
H: -3.45 -2.71 -1.89
C: -3.87 0.37 4.91
C: -6.32 0.22 -0.27
C: 4.90 -2.51 -4.18
C: -1.54 -4.47 2.05
H: -0.92 -1.18 3.08
C: -1.29 -3.43 -4.35
H: -3.63 6.06 -1.49
H: 0.87 -6.87 1.38
S: -3.71 0.45 -0.51
C: -5.17 -0.58 -0.87
O: -4.26 -1.94 -4.16
O: 1.51 -2.06 2.05
C: 0.66 1.70 -5.62
C: 4.51 2.26 -2.02
O: 1.18 2.42 2.55
S: 1.31 3.45 3.59
C: 2.71 -2.58 1.56
O: -3.72 1.59 -1.39
C: -1.80 0.60 3.66
H: -3.70 4.70 -0.30
O: 0.38 1.80 -2.91

---

Listing largest force on an atom for the structures above in their given order: 9.3; 4.5; 1.0; 3.2; 3.7; 5.7; 1.8; 3.2 eV/A.